Record 1
A structure of composition C29H38AsGe2N4O6S2V, computed with wB97M-V/def2-TZVPD.

```
83
Properties=species:S:1:pos:R:3:forces:R:3:mulliken_spin:R:1
V -1.0552 -0.0318 0.9180 -0.6 -0.5 -0.8 1.222
N -2.3797 -3.3758 3.5887 0.0 -0.1 -0.1 -0.002
C -1.7826 -2.5604 2.6002 0.0 0.4 0.1 0.018
S -2.4044 -1.9850 1.2039 -0.1 -0.4 0.2 -0.036
N -0.6762 -1.7190 3.2223 0.3 -0.2 -0.4 -0.007
N -0.8015 -0.3662 2.8046 0.1 0.0 1.9 0.194
C -0.4186 0.6459 3.5990 0.1 -0.1 -0.2 0.318
C -0.2246 1.8594 2.8833 -0.1 -0.3 -0.1 0.091
C 0.0990 3.0940 3.4566 0.1 0.1 0.0 0.058
C 0.3264 4.1741 2.6410 0.0 0.0 0.1 0.037
C 0.2271 4.0252 1.2508 0.0 0.1 0.0 0.081
C -0.1195 2.8037 0.7385 0.0 -0.3 0.0 0.064
N -0.3588 1.7249 1.5198 0.3 1.3 0.8 0.042
H -2.4661 -4.3422 3.3087 0.1 0.0 0.0 0.001
H -3.2844 -3.0431 3.8982 0.0 0.0 0.0 0.001
H -0.2333 0.5321 4.6583 0.0 0.0 0.1 0.015
H 0.1660 3.1683 4.5338 0.0 0.0 0.0 0.001
H 0.5730 5.1379 3.0686 0.0 0.0 0.0 0.002
H 0.4051 4.8511 0.5772 0.0 0.0 0.0 0.003
H -0.2061 2.6561 -0.3306 -0.1 -0.1 0.0 0.000
O -3.5424 -0.6098 1.4106 0.2 -0.3 0.4 -0.006
As -2.9989 0.9537 -1.1922 -1.6 0.8 -1.0 0.006
O -3.8165 -0.0963 -2.1689 0.4 0.1 0.3 0.000
O -1.4300 0.0618 -0.6592 0.3 -0.1 -1.9 -0.124
C -2.0223 2.2571 -2.4280 0.7 -0.3 0.1 0.002
C -2.9063 3.3004 -2.6970 0.1 -0.1 0.0 0.001
C -2.5248 4.4549 -3.3590 0.0 0.1 0.0 0.000
C -1.2018 4.6221 -3.7339 -0.1 0.1 0.0 0.000
C -0.2865 3.6142 -3.4889 0.0 -0.2 0.2 0.000
C -0.6893 2.4298 -2.8528 -0.1 0.0 0.1 0.000
S 0.5923 1.1629 -3.0984 0.1 0.0 -0.6 -0.004
O 1.8368 1.8678 -3.2626 -0.1 0.1 0.1 0.000
O 0.0801 0.4252 -4.2373 0.0 0.1 -0.1 0.000
O 0.8064 0.1133 -1.9826 -0.2 0.0 -0.2 0.035
H -4.4110 -0.9264 1.1294 0.0 0.2 -0.2 0.007
H -3.9347 3.1897 -2.3652 0.0 0.1 0.0 0.000
H -3.2535 5.2301 -3.5640 0.0 0.0 0.0 0.000
H -0.8807 5.5270 -4.2352 0.0 0.0 0.0 0.000
H 0.7421 3.7250 -3.7978 0.0 0.0 0.0 0.000
C 1.7366 -2.0240 3.8485 -0.1 0.1 0.0 0.000
C 0.7093 -2.2229 2.7481 -0.1 0.3 0.1 -0.002
Ge 1.0515 -1.1934 0.9631 0.8 -0.9 0.6 -0.045
C 2.6314 -0.1021 1.4180 0.1 0.2 -0.3 0.029
C 3.3072 0.5067 0.1818 -0.1 0.0 0.1 -0.003
C 1.6649 -2.6834 -0.1266 -0.1 0.1 -0.2 0.009
C 1.7338 -2.8296 -1.4551 -0.1 -0.1 0.0 -0.014
Ge 0.9190 -1.6371 -2.8400 0.1 0.0 0.8 0.011
C -0.9631 -2.1179 -2.9165 0.0 -0.2 -0.5 0.000
C -1.3690 -3.2147 -3.9078 0.0 0.1 0.1 0.000
C 2.3116 -1.4563 -4.1864 -0.2 0.0 -0.3 0.000
C 1.8808 -1.7272 -5.6295 0.0 0.0 0.0 0.000
C 2.3120 -4.0918 -2.0216 0.0 0.0 0.0 0.000
C 1.9208 -4.5675 -3.2768 0.0 0.1 0.1 0.000
C 2.3986 -5.7680 -3.7826 0.0 0.0 0.0 0.000
C 3.3002 -6.5204 -3.0465 0.0 0.0 0.0 0.000
C 3.7360 -6.0454 -1.8156 0.0 0.0 0.0 0.000
C 3.2544 -4.8462 -1.3157 0.0 0.0 0.0 -0.001
H 1.4475 -2.5271 4.7787 0.0 0.0 0.0 -0.001
H 1.9165 -0.9672 4.0635 0.0 0.0 0.0 -0.002
H 2.6867 -2.4522 3.5262 0.0 0.0 0.0 0.002
H -0.7619 -1.8091 4.2362 -0.1 0.0 0.1 0.001
H 0.5532 -3.2816 2.5623 0.0 -0.1 0.0 -0.002
H 3.3378 -0.7338 1.9620 0.0 0.0 0.0 -0.002
H 2.3104 0.6925 2.0987 0.0 0.0 0.0 -0.003
H 3.6639 -0.2748 -0.4931 0.0 0.0 0.0 0.000
H 4.1634 1.1206 0.4680 0.0 0.0 0.0 0.000
H 2.6206 1.1311 -0.3921 0.0 0.0 0.0 0.002
H 2.0107 -3.5170 0.4887 0.0 0.0 0.0 -0.003
H -1.5078 -1.2037 -3.1438 -0.1 0.0 0.1 0.000
H -1.1949 -2.4118 -1.8925 -0.1 0.0 0.0 0.005
H -1.2224 -2.8839 -4.9385 0.0 0.0 0.0 0.000
H -2.4283 -3.4432 -3.7807 0.0 0.0 0.0 0.000
H -0.8140 -4.1439 -3.7642 -0.1 0.0 0.0 0.000
H 3.1105 -2.1312 -3.8791 0.1 0.0 0.0 0.000
H 2.6656 -0.4295 -4.0840 0.1 0.0 0.0 0.000
H 1.5552 -2.7612 -5.7713 0.0 0.0 0.0 0.000
H 2.7112 -1.5454 -6.3143 0.0 0.0 0.0 0.000
H 1.0590 -1.0708 -5.9158 0.0 0.0 0.0 0.000
H 1.2148 -4.0018 -3.8741 0.0 -0.1 0.0 0.000
H 2.0633 -6.1141 -4.7529 0.0 0.0 0.0 0.000
H 3.6674 -7.4641 -3.4303 0.0 0.0 0.0 0.000
H 4.4597 -6.6119 -1.2417 0.0 0.0 0.0 0.000
H 3.6285 -4.4806 -0.3668 0.0 0.0 0.0 0.000
```
Positions in Å, forces in eV/Å.

Properties
E_HOMO (spin up / spin down) in hartree: -0.25940 / -0.26681
LUMO (spin up / spin down) in eV: -0.4 / -1.6
Max |F| in eV/Å: 2.06
2S+1: 3
Energy above the lowest of the compared OMol25 structures with the same formula, charge and spin in kcal/mol: 144.1
Gap between HOMO and LUMO (spin up / spin down) in eV: 6.68 / 5.68

---

Record 2
A structure of composition C29H38AsMnN6O6, computed with wB97M-V/def2-TZVPD.

```
81
Properties=species:S:1:pos:R:3:forces:R:3:mulliken_spin:R:1
Mn -0.5545 0.4662 1.5801 -1.2 -0.1 1.0 4.682
N -2.8081 -0.4359 1.4750 0.2 -0.2 0.1 0.053
C -3.1576 -1.0329 2.7727 0.1 0.2 -0.2 -0.005
C -2.3083 -0.4717 3.9162 0.1 -0.1 0.3 0.029
O -2.8417 -0.3826 5.0420 0.2 0.0 -0.3 0.014
N -1.0615 -0.2116 3.5451 0.1 0.2 0.2 0.008
C -0.1355 0.2853 4.5533 -0.1 -0.1 -0.2 0.029
C 0.6521 1.5104 4.0676 0.1 0.3 -0.2 -0.003
O 1.3316 2.1366 4.8854 -0.2 -0.2 -0.4 0.005
O 0.5305 1.7973 2.8093 0.2 0.0 0.2 0.046
H -3.3922 0.3580 1.2637 0.0 0.1 0.0 0.001
H -2.8517 -1.0981 0.7141 0.0 -0.1 -0.1 -0.009
H -2.9489 -2.1028 2.7301 0.0 -0.1 0.0 -0.001
H -4.2061 -0.9041 3.0362 -0.1 0.0 0.0 0.001
H 0.6189 -0.4787 4.7883 -0.1 0.0 0.1 -0.004
H -0.6385 0.5405 5.4828 -0.1 0.0 0.1 0.001
O 1.1880 -0.5368 1.1463 0.5 -0.3 1.0 0.034
N 1.6423 -0.3404 0.0049 0.6 -0.4 -0.8 -0.002
N 0.7294 -0.1396 -0.8662 0.2 0.3 -1.3 -0.019
O -0.5443 -0.0808 -0.5753 -0.1 0.3 0.1 0.052
C 1.1353 -0.0320 -2.2461 0.0 -0.1 0.5 -0.005
C 2.4671 0.1550 -2.6014 0.2 0.1 0.0 0.002
C 2.8081 0.2110 -3.9440 0.1 0.0 0.1 -0.001
C 1.8349 0.0897 -4.9295 -0.1 0.0 0.0 0.003
C 0.5123 -0.0818 -4.5581 0.0 -0.1 0.1 -0.001
C 0.1582 -0.1484 -3.2133 0.2 -0.7 -0.2 0.006
H 3.2145 0.2557 -1.8250 0.0 0.0 -0.1 -0.001
H 3.8449 0.3569 -4.2236 0.0 0.0 0.0 0.000
H 2.1096 0.1204 -5.9766 0.0 0.0 0.0 0.000
H -0.2572 -0.1631 -5.3152 0.0 0.0 0.0 0.000
H -0.8617 -0.3118 -2.8949 0.1 -0.2 0.0 0.002
C -1.1512 2.4873 -3.2173 -0.2 0.1 0.0 0.000
C -0.0040 3.1641 -2.4756 -0.3 0.1 0.0 0.001
N -0.2531 4.5851 -2.2264 0.0 -0.1 -0.1 0.000
C -0.0551 5.4896 -3.3643 -0.1 0.0 0.1 0.000
C -1.3596 6.0038 -3.9668 0.0 -0.1 0.0 0.000
C -0.6179 5.1674 -1.0475 0.1 -0.1 0.0 0.001
O -0.6444 6.3913 -0.9568 -0.1 -0.1 0.0 0.000
C -1.0011 4.3541 0.1721 0.0 0.1 -0.2 -0.024
C -0.9430 5.0305 1.3905 0.2 0.1 -0.1 0.007
C -1.3766 4.4194 2.5411 -0.1 -0.1 0.2 -0.002
C -1.8219 3.1091 2.4656 0.0 0.0 0.2 0.025
N -1.8710 2.4321 1.3221 -0.2 0.4 -0.1 0.057
C -1.5101 3.0641 0.2022 0.0 0.0 -0.2 -0.054
H -0.9888 1.4089 -3.2585 -0.4 0.9 0.0 0.000
H -1.2266 2.8589 -4.2418 0.0 0.0 0.0 0.000
H -2.1011 2.6790 -2.7141 0.0 0.1 -0.1 0.000
H 0.9089 3.0851 -3.0654 0.1 0.0 0.0 -0.001
H 0.2007 2.6589 -1.5397 0.0 0.0 0.2 0.009
H 0.5201 4.9417 -4.1119 0.0 0.0 0.0 0.000
H 0.5351 6.3385 -3.0253 0.1 0.0 0.0 0.000
H -1.9818 5.1803 -4.3286 0.1 0.1 0.0 0.000
H -1.1492 6.6744 -4.8052 0.0 -0.1 0.1 0.000
H -1.9178 6.5602 -3.2132 0.0 0.0 0.0 0.000
H -0.5490 6.0369 1.4015 -0.1 0.0 0.0 0.001
H -1.3440 4.9289 3.4945 0.0 0.0 0.0 0.000
H -2.1524 2.5693 3.3487 0.1 0.0 0.0 -0.009
H -1.6821 2.4810 -0.6912 0.2 0.0 -0.1 0.054
C -1.3277 -5.0637 1.2661 0.0 -0.1 0.0 0.001
As -0.6257 -3.2278 1.1263 -0.2 -0.2 0.1 0.006
C 0.2549 -3.2555 2.8701 0.1 0.1 0.0 0.004
C 0.8550 -3.7005 -0.1110 0.2 0.0 0.2 0.003
C 1.7909 -4.7934 0.3137 0.0 0.1 -0.1 -0.001
C 2.7575 -4.5624 1.2967 0.1 0.0 -0.1 0.000
C 3.6701 -5.5486 1.6479 -0.1 0.0 -0.1 0.000
C 3.6443 -6.7878 1.0155 0.0 0.1 0.0 0.000
C 2.6864 -7.0324 0.0404 0.0 0.1 0.1 0.000
C 1.7652 -6.0465 -0.2971 0.0 -0.1 0.0 0.000
H -0.5196 -5.7712 1.4707 -0.1 0.0 0.0 0.000
H -1.8330 -5.3544 0.3432 0.0 0.0 0.0 0.000
H -2.0489 -5.1041 2.0841 0.0 0.0 0.0 0.000
H 0.8259 -4.1735 3.0202 -0.1 0.0 0.0 0.000
H -0.5276 -3.1800 3.6265 0.0 0.0 0.0 0.001
H 0.8996 -2.3814 2.9715 -0.1 -0.1 0.0 0.004
H 1.4177 -2.7830 -0.2812 0.0 0.0 0.0 -0.001
H 0.3556 -3.9559 -1.0453 0.0 0.0 -0.1 0.000
H 2.8099 -3.5839 1.7642 0.0 -0.1 0.0 0.001
H 4.4110 -5.3451 2.4124 0.0 0.0 0.0 0.000
H 4.3765 -7.5464 1.2676 -0.1 0.0 0.0 0.000
H 2.6646 -7.9892 -0.4691 0.0 0.0 0.0 0.000
H 1.0245 -6.2432 -1.0658 0.0 0.0 0.0 0.000
```
Positions in Å, forces in eV/Å.

Properties
E_HOMO (spin up / spin down) in hartree: -0.16617 / -0.17856
Net charge: -1
LUMO (spin up / spin down) in eV: 2.2 / 2.2
Max |F| in eV/Å: 1.61
2S+1: 6
Energy above the lowest of the compared OMol25 structures with the same formula, charge and spin in kcal/mol: 22.8
Gap between HOMO and LUMO (spin up / spin down) in eV: 6.77 / 7.10

---

Record 3
A structure of composition C29H38ClF10FeN5O5SSi, computed with wB97M-V/def2-TZVPD.

```
91
Properties=species:S:1:pos:R:3:forces:R:3:mulliken_spin:R:1
C 2.5780 -2.2782 0.9648 -3.3 0.6 -0.4 -0.339
C 1.1648 -1.8436 0.6194 3.5 -0.9 -0.2 0.427
C 0.8201 -0.2074 0.7865 1.2 -2.2 -0.9 -0.057
N 0.8310 -0.2776 2.2601 -5.1 -1.7 -0.1 0.080
C 1.6842 0.4502 3.1167 2.9 1.6 4.8 0.013
C 2.5088 1.7746 2.5822 1.2 -0.9 -1.4 0.003
C 3.9880 1.2975 2.0143 0.5 -0.2 0.5 0.001
Cl 2.8677 2.8564 4.0887 -0.9 -1.1 -1.7 0.011
C -0.2536 -1.1890 2.6633 -1.1 1.0 -1.0 -0.002
N -0.1070 -2.2610 3.5544 0.7 -0.8 -0.2 -0.014
C 1.2324 -2.5845 4.2502 4.8 1.9 6.0 -0.069
O 1.6009 -1.8862 5.3602 -2.9 -4.8 -8.0 0.119
O 2.1464 -3.6606 3.8381 -4.2 4.2 0.9 0.900
C -1.1809 -3.2605 3.9342 -2.3 -2.1 2.0 -0.005
F -0.6721 -4.3368 4.8411 -1.6 4.5 -3.8 -0.001
F -2.1803 -2.4907 4.7660 3.0 -2.7 -3.4 0.000
F -1.8221 -3.9389 2.7657 2.3 3.0 4.3 -0.001
N -1.5931 -1.0111 1.9507 4.5 0.2 1.6 0.020
C -1.7578 0.3093 1.2469 2.4 0.8 1.4 0.017
C -1.5318 1.4443 2.4602 1.2 1.5 1.4 0.350
C -2.3631 1.1098 3.8174 0.4 2.0 3.1 0.265
C -2.2919 2.0347 5.1990 3.5 1.0 -6.4 -0.205
C -1.2642 3.2486 4.8583 -1.9 -2.2 0.7 0.308
C -0.4882 3.4084 3.4882 -0.8 -1.4 -0.7 0.264
N -0.5900 2.5532 2.3155 -3.1 -1.2 4.4 -0.097
Si -3.5795 0.5241 0.7744 -5.6 1.5 -0.6 0.010
C -4.2137 2.3932 0.7991 0.8 0.7 -1.3 0.011
C -4.8780 -0.2748 2.0362 0.3 0.0 1.4 -0.003
C -4.2963 -0.1972 -0.8374 -0.1 -1.4 -2.2 0.007
C -0.5891 0.3147 0.0441 0.5 -2.6 0.3 0.042
C -0.8910 -0.7769 -1.1194 -3.3 -0.3 -0.1 0.021
C 0.1093 -1.2052 -2.2622 1.1 -2.1 -1.5 -0.003
C 1.6112 -0.6249 -2.4316 0.8 -0.3 -1.7 0.003
C 2.7641 -1.8399 -2.3713 0.5 1.5 1.9 -0.003
N 3.4057 -2.0642 -3.7224 -2.2 -2.0 0.1 -0.001
C 4.8267 -2.5737 -3.6254 1.8 0.1 -0.7 -0.001
C 2.5227 -2.9617 -4.5614 -2.7 -4.1 1.4 -0.012
C 2.5982 -2.7511 -6.2076 0.7 0.3 0.8 0.066
O 1.7161 -3.9308 -4.1007 4.5 6.3 -2.6 0.002
S -0.4457 1.9271 -0.8952 3.0 9.1 5.2 -0.007
O -1.3568 3.1021 -0.3470 1.7 -5.5 -2.2 -0.002
O 1.0132 2.5009 -0.6916 -4.5 -3.6 -1.6 0.001
C -0.9407 2.0916 -2.6639 -2.5 0.8 -5.5 0.000
F -2.3580 1.6856 -3.0039 4.4 0.3 1.5 0.000
F -0.0849 1.5496 -3.7153 -2.2 0.9 3.4 0.000
C -1.0496 3.7183 -3.0910 -0.4 2.5 -0.2 0.000
F -2.4429 4.2526 -2.8382 5.1 -1.9 -0.3 0.000
F 0.0200 4.5611 -2.5324 -3.9 -2.8 -1.5 0.000
C -0.8964 3.9158 -4.7464 -0.8 3.2 -2.2 0.000
F -1.4274 5.3170 -4.9713 2.0 -4.9 0.7 0.000
F 0.5088 3.9765 -5.2075 -5.1 -0.9 1.5 0.000
F -1.7925 3.0478 -5.5377 3.7 2.6 2.7 0.000
H 3.0987 -1.9016 1.9442 -0.5 0.0 -2.6 -0.026
H 3.1159 -3.0511 0.2685 -1.4 0.9 2.1 0.032
H 0.3996 -2.6780 0.3765 1.4 1.8 -0.6 -0.047
H 1.7834 0.3005 0.3763 -2.1 -0.4 1.0 -0.006
H 1.1021 0.8319 4.0893 1.1 -0.9 -2.1 -0.001
H 2.5473 -0.2457 3.5669 -1.8 1.5 -1.0 -0.003
H 1.9764 2.3700 1.7281 0.7 -0.9 2.0 0.003
H 4.4796 2.0958 1.2992 -1.3 -1.7 1.4 0.000
H 4.7441 1.1548 2.9169 -1.7 0.3 -1.8 0.000
H 3.9184 0.2365 1.4884 0.0 2.3 0.8 -0.005
H -2.4030 -1.3208 2.4988 0.3 -0.3 -0.4 0.004
H -3.0486 0.1547 3.9586 1.6 2.1 -0.8 -0.002
H -2.8711 1.8221 6.1869 1.2 0.5 -2.1 0.004
H -1.0960 4.0538 5.7051 -0.2 -1.7 -2.0 -0.005
H 0.2665 4.3295 3.3911 -1.8 -2.3 0.2 -0.006
H -4.1938 2.7137 -0.3500 0.1 -0.5 2.5 0.002
H -3.4718 3.1084 1.3514 -1.7 -1.0 -0.9 -0.005
H -5.3314 2.4786 1.1340 2.3 -0.3 -0.3 0.001
H -4.5769 -1.3632 2.3423 -0.8 1.8 -0.1 0.000
H -5.9551 -0.3301 1.5778 2.3 0.2 0.6 0.000
H -4.9599 0.4734 2.9611 0.1 -2.0 -1.7 -0.003
H -4.2583 0.5517 -1.7623 0.3 -1.8 1.9 0.000
H -3.7193 -1.2174 -1.0658 -1.3 2.1 0.0 0.000
H -5.4442 -0.5251 -0.7949 2.6 0.9 0.4 0.001
H -1.8284 -0.3654 -1.7158 1.7 -0.7 1.5 -0.001
H -1.3262 -1.7488 -0.5752 1.0 2.2 -1.1 0.001
H -0.3960 -1.1264 -3.3455 0.7 0.1 2.7 0.001
H 0.2635 -2.3905 -2.1541 -0.4 2.7 -0.1 -0.004
H 1.7300 -0.2342 -3.5569 -0.4 -0.7 2.6 -0.001
H 1.8969 0.3038 -1.7789 -0.5 -1.9 -1.0 -0.002
H 2.3783 -2.8054 -1.8349 0.5 1.7 -1.3 0.005
H 3.6141 -1.3939 -1.6612 -1.7 -1.1 -1.7 -0.002
H 5.3880 -2.1987 -4.5956 -1.0 -1.0 2.0 0.000
H 4.9138 -3.7405 -3.5415 -0.2 2.2 -0.1 0.000
H 5.4012 -2.0661 -2.7145 -1.6 -1.1 -2.0 0.000
H 3.7214 -2.5522 -6.4824 -2.3 -0.3 0.2 -0.004
H 2.2532 -3.7355 -6.7605 0.7 1.1 1.2 -0.027
H 1.9633 -1.8152 -6.5268 1.1 -1.2 0.7 -0.013
Fe 0.7449 -3.1122 -7.8595 0.3 0.0 0.2 2.989
```
Positions in Å, forces in eV/Å.

Properties
E_HOMO (spin up / spin down) in hartree: -0.59862 / -0.59593
Net charge: +3
LUMO (spin up / spin down) in eV: -9.5 / -11.8
Max |F| in eV/Å: 10.88
2S+1: 6
Energy above the lowest of the compared OMol25 structures with the same formula, charge and spin in kcal/mol: 592.1
Gap between HOMO and LUMO (spin up / spin down) in eV: 6.76 / 4.39